Entry 1:
Below is a structure of composition C29H36MnN6O5 in a non-equilibrium geometry, with properties calculated with ωB97M-V/def2-TZVPD.

The geometry in XYZ format:
```
77
Properties=species:S:1:pos:R:3:forces:R:3
Mn 13.445646 13.119494 8.406844 -0.55 0.16 0.28
O 10.770980 16.026859 12.350412 -0.15 -0.08 0.17
C 9.989462 15.019482 12.349194 1.09 -0.88 -1.10
C 8.686447 15.038205 12.872438 -1.49 0.08 0.27
C 7.771015 13.984173 12.820179 0.48 0.07 0.47
C 8.169488 12.741326 12.355358 1.88 -0.23 -0.62
C 9.486449 12.616637 11.853262 -0.60 2.53 0.61
C 10.346575 13.740454 11.738180 -0.07 -1.12 0.10
C 11.592085 13.514295 10.912516 -0.53 0.20 -0.03
O 11.704186 12.516098 10.134484 0.05 0.60 0.45
N 12.501747 14.486987 10.907038 0.00 -0.57 -0.17
N 13.538016 14.468447 9.969863 -1.00 -0.41 0.92
C 14.519691 15.286482 10.349951 1.83 1.08 -0.34
C 15.635832 15.615005 9.589810 -1.32 -0.47 1.47
C 16.642608 16.453129 10.213480 0.02 0.06 0.35
C 17.853723 16.668127 9.665836 -0.63 -0.15 -1.38
C 18.035159 16.239742 8.255002 -1.61 -1.05 -0.42
C 16.991484 15.531105 7.665547 1.06 0.48 -0.14
N 15.869908 15.020728 8.293643 0.84 0.77 0.04
H 12.363376 15.316472 11.474504 -0.53 0.10 0.20
H 8.391456 15.980422 13.302524 -0.21 0.30 0.13
H 6.770578 14.058625 13.248733 0.15 0.36 -0.08
H 7.590634 11.844180 12.380359 -0.66 -0.24 0.16
H 9.873181 11.681257 11.579370 0.36 -1.16 -0.71
H 14.469930 15.747522 11.353474 -0.01 -0.17 -0.50
H 16.390375 16.969230 11.175024 0.09 -0.80 -0.86
H 18.524176 17.341986 10.133509 0.74 0.46 0.35
H 18.865170 16.517384 7.598968 -0.20 0.01 0.49
H 17.001850 15.326502 6.585088 0.16 -0.03 0.55
C 10.112422 10.963026 7.538938 -0.54 -0.22 -0.82
C 11.516149 10.505844 7.162777 -0.49 -0.54 0.60
O 12.050079 10.750506 6.103779 0.03 -0.04 0.17
C 12.104759 9.716461 8.302545 -0.27 -1.36 0.17
C 11.487287 8.525217 8.746241 0.55 0.91 -0.13
C 11.930012 7.808868 9.859256 -0.52 0.48 -1.49
C 12.993246 8.345250 10.564182 0.28 -0.09 2.06
C 13.570156 9.563934 10.226937 -0.47 -1.40 -0.57
C 13.235452 10.183896 8.995673 0.21 0.14 0.32
O 13.938614 11.152214 8.537680 0.36 0.82 -0.17
H 10.255060 11.563528 8.463526 -0.53 -0.56 -0.40
H 9.468283 10.033516 7.709168 0.80 1.33 0.06
H 9.681629 11.573254 6.702035 0.30 -0.45 0.82
H 10.657727 8.143916 8.178808 -0.38 -0.13 -0.15
H 11.377473 6.902416 10.050877 0.34 -0.24 0.56
H 13.294831 7.841738 11.529472 -0.16 0.58 -1.12
H 14.346042 9.972868 10.838809 0.36 0.30 0.10
C 10.949830 16.160340 4.995033 -1.18 -0.80 1.16
N 10.917662 14.808216 5.606388 0.44 1.14 -0.62
C 11.745552 13.825947 4.914599 0.06 -0.30 0.40
C 10.744472 14.695090 6.963734 -0.49 -0.54 -0.37
N 11.304325 13.730694 7.622087 -0.50 0.69 -0.03
N 9.849718 15.636540 7.488341 -0.15 -0.63 -0.99
C 9.741050 15.656638 8.904233 -0.50 0.41 0.89
C 8.584357 15.930166 6.814356 -0.67 -0.83 0.45
H 11.933974 16.378994 4.643667 0.59 0.18 -0.53
H 10.638330 16.925225 5.703752 0.41 -0.14 0.32
H 10.167958 16.216050 4.257352 0.04 -0.03 -0.99
H 11.228641 13.369536 4.040025 0.35 0.55 0.40
H 11.960901 13.032827 5.630115 -0.09 -0.08 -0.31
H 12.717186 14.275613 4.670419 -0.19 -0.14 -0.29
H 10.791475 13.555061 8.480452 0.31 0.14 0.28
H 9.230874 14.785492 9.308390 -0.10 -0.43 0.14
H 9.105167 16.505812 9.187310 0.51 0.01 0.13
H 10.728999 15.710322 9.334531 0.16 0.23 0.42
H 8.427286 15.345741 5.906757 0.41 0.10 -0.09
H 8.497997 16.983323 6.591262 -0.03 0.43 -0.18
H 7.699284 15.662103 7.455738 0.89 0.17 -0.23
C 15.512368 12.883200 6.149362 0.43 -0.87 0.06
O 15.111990 14.201090 6.162155 -0.35 1.20 -0.37
C 14.636077 14.671240 7.435989 0.45 0.42 -0.29
C 13.984432 16.045297 7.205179 -1.40 -1.96 0.05
H 15.616647 12.532872 5.120460 -0.31 0.08 -0.17
H 14.862764 12.191548 6.714358 0.01 0.20 -0.31
H 16.501081 12.794269 6.575748 0.60 -0.20 0.44
H 14.642678 16.740578 6.731378 0.48 0.72 -0.36
H 13.690083 16.322624 8.203034 0.08 0.77 0.38
H 13.012908 15.945516 6.675856 0.69 0.06 -0.10
```
Forces are in eV/Å.

The calculation puts the highest occupied orbital energy (spin up / spin down) at 0.3 / 0.2 eV. The LUMO energy (spin up / spin down) comes out at 4.4 / 4.4 eV. The frontier orbital gap (spin up / spin down) comes out at 0.1485 / 0.1527 Eh. As for the multiplicity: 6. The electronic energy is -2982.3615 Ha. As for the total charge: -2. For the maximum force, the calculation gives 0.0519 Eh/bohr.



Entry 2:
Below is a cluster of 12 separate species, C60H140N4O12 in total in a non-equilibrium geometry, with properties calculated with ωB97M-V/def2-TZVPD.

The geometry in XYZ format:
```
216
Properties=species:S:1:pos:R:3:forces:R:3
C 4.794297 6.128212 -1.081765 0.42 1.32 -0.31
C 4.912827 4.727812 -0.526915 -0.86 -0.90 -0.09
C 4.689257 4.721222 1.043675 1.08 -0.03 -0.75
C 3.725227 3.938692 -1.185085 -0.95 -0.25 -0.23
C 3.807387 2.417562 -1.403455 1.04 0.80 1.25
C 5.093707 2.165532 -2.147375 -0.80 -0.22 -0.25
C 6.361847 2.798712 -1.532935 1.21 -1.05 0.36
C 6.933897 1.833812 -0.400775 -0.23 0.99 -0.43
C 7.346217 2.846442 -2.722045 0.28 0.53 0.21
N 6.242737 4.206462 -1.046575 -2.51 -0.40 -0.36
O 7.303117 4.633072 -0.218595 -0.08 -0.39 -0.20
H 5.469867 6.842762 -0.611525 0.15 -0.09 0.43
H 5.078247 6.187102 -2.132475 -0.11 -0.44 -0.16
H 3.807987 6.587852 -1.018175 -0.25 -0.31 0.31
H 5.604697 4.294172 1.453185 -0.28 -0.26 0.44
H 4.613787 5.715312 1.484335 0.12 0.26 -0.35
H 3.781837 4.214552 1.372245 0.28 -0.43 -0.22
H 2.819177 4.131512 -0.610635 0.08 0.24 0.39
H 3.458307 4.400182 -2.135815 0.41 0.02 -0.40
H 3.867987 1.895302 -0.448635 -0.02 0.14 0.35
H 2.928537 1.975412 -1.872725 -0.03 0.36 -0.30
H 4.931757 2.455792 -3.185455 0.25 0.56 -0.11
H 5.212607 1.085752 -2.237035 0.55 -0.12 0.17
H 8.001167 2.040922 -0.322485 -0.04 -0.03 0.32
H 6.808457 0.762722 -0.559315 -0.11 0.07 -0.55
H 6.441367 2.042122 0.549025 0.09 0.17 0.09
H 6.896567 3.408762 -3.540405 -0.28 -0.32 -0.15
H 7.647467 1.848442 -3.040405 -0.09 -0.02 -0.09
H 8.243057 3.433942 -2.525515 0.21 -0.24 0.52
H 7.667187 5.333162 -0.765345 0.35 0.15 0.17
C 4.462847 2.983842 4.480315 0.85 0.11 -0.87
C 3.546277 1.872692 5.014465 -1.17 2.54 0.50
C 4.298097 0.602042 5.436255 -1.04 -0.32 -0.71
C 2.964827 2.516562 6.353575 -0.04 -1.27 -0.45
C 1.890787 3.611392 6.226545 1.24 0.79 -1.03
C 0.741457 3.093302 5.347265 0.03 -0.20 1.44
C 1.198977 2.582062 3.995325 -0.12 -0.32 -1.70
C 0.038597 1.768722 3.226895 0.23 -0.40 0.93
C 1.382887 3.865212 3.139695 -0.44 0.07 -1.74
N 2.361507 1.644812 4.097865 -0.37 0.73 2.83
O 2.670727 1.065412 2.888165 0.45 -0.35 -0.72
H 5.028127 2.773832 3.572315 -0.31 -0.59 -0.34
H 3.919667 3.896622 4.235585 -0.19 -0.07 0.24
H 5.275407 3.261472 5.151705 -0.21 -0.10 0.55
H 4.643277 0.576012 6.469825 0.52 0.77 -0.14
H 3.565307 -0.203068 5.490105 -0.09 -0.26 -0.52
H 5.075897 0.365932 4.710035 0.07 -0.19 0.25
H 2.575477 1.655792 6.897245 -0.58 -0.03 0.18
H 3.866267 2.746272 6.921685 -0.16 0.69 0.05
H 1.640017 4.073912 7.181165 -0.66 -0.84 0.34
H 2.301767 4.518102 5.782605 0.49 -0.08 -0.59
H -0.004723 3.842832 5.083585 -0.02 0.16 0.53
H 0.295267 2.377412 6.037575 -0.53 -0.66 -0.65
H 0.044527 0.719122 3.520825 0.14 -0.11 0.50
H 0.045997 1.676132 2.140855 0.71 0.70 -0.12
H -0.973303 2.102152 3.457095 0.11 0.46 0.32
H 1.952047 4.736972 3.462465 0.34 -0.46 0.36
H 0.431737 4.280982 2.807205 -0.84 0.10 1.10
H 1.601277 3.642912 2.095195 1.34 -0.54 0.00
H 2.251577 0.214632 3.036775 0.18 -0.42 -0.65
C -0.795723 -2.166418 7.048135 0.36 -0.10 -0.91
C -2.295163 -1.725338 7.013475 0.24 -0.48 2.57
C -2.960293 -2.294028 8.335105 -1.32 -1.25 0.28
C -2.360583 -0.205858 7.145545 -1.06 1.27 -0.21
C -3.764033 0.431022 6.763105 0.98 -0.71 0.17
C -4.185533 0.015982 5.353815 0.76 -0.21 1.19
C -4.104383 -1.538258 5.197405 -1.98 -0.39 -0.82
C -5.400963 -2.190778 5.795785 0.17 -0.09 -0.48
C -4.163043 -1.772718 3.625275 1.23 -0.46 1.14
N -2.878773 -2.122208 5.764575 0.44 0.88 -0.58
O -2.724453 -3.533218 5.595895 -0.70 0.74 -0.25
H -0.132143 -1.310328 6.926065 0.02 0.13 0.45
H -0.456513 -2.814278 7.856405 -0.41 0.45 0.48
H -0.511403 -2.778248 6.192015 -0.30 0.02 -0.29
H -2.987943 -3.362958 8.546615 0.52 -0.69 -1.30
H -2.592413 -2.070178 9.336425 0.68 1.34 -0.34
H -4.036643 -2.132308 8.393455 -0.09 0.72 -0.22
H -2.170013 0.077372 8.180705 0.23 -0.17 0.03
H -1.533873 0.192432 6.557305 -0.25 0.39 -0.31
H -4.505723 0.116552 7.497335 -0.09 -0.64 -0.03
H -3.854853 1.508222 6.902725 0.79 0.22 -0.26
H -3.575613 0.500702 4.591485 0.42 -0.08 0.08
H -5.171463 0.459902 5.216005 -0.38 -0.78 -0.34
H -5.571893 -2.107668 6.869085 0.22 0.59 -0.02
H -5.441433 -3.267298 5.629695 0.34 -0.08 -0.29
H -6.242723 -1.773818 5.242905 -0.19 0.07 0.20
H -4.834813 -1.104258 3.086765 -0.36 -0.21 0.36
H -4.324403 -2.829708 3.413545 -0.40 0.08 -0.12
H -3.168843 -1.559728 3.232475 0.18 0.14 0.01
H -1.880063 -3.503288 5.140145 0.01 -0.64 -0.27
C 1.003907 -8.815818 -0.666295 0.76 1.72 2.01
C 0.809837 -7.696048 -1.772115 0.53 -1.90 0.19
C 2.099857 -7.644668 -2.626055 -0.05 0.11 0.21
C -0.361703 -8.283088 -2.590495 -1.81 1.65 0.08
C -1.090303 -7.181678 -3.386255 1.04 0.80 -0.56
C -1.388253 -5.864378 -2.634165 0.45 -1.05 -0.07
C -0.179633 -5.287178 -1.889195 0.50 0.95 -0.51
C 0.802947 -4.578368 -2.858695 1.28 0.73 -0.69
C -0.673573 -4.168668 -0.948905 0.54 -0.43 0.54
N 0.439137 -6.393388 -1.141685 -1.40 -1.23 0.32
O 1.386207 -5.976518 -0.197455 0.75 0.31 -0.49
H 1.666537 -8.421428 0.104085 0.02 0.86 0.29
H 0.097117 -9.001628 -0.090715 -0.25 -0.13 -0.40
H 1.597067 -9.729018 -0.714405 -0.54 -0.35 -1.72
H 1.856657 -7.427268 -3.666095 0.18 0.10 -0.05
H 2.804057 -6.905988 -2.243215 -0.13 0.17 -0.01
H 2.634457 -8.593398 -2.578805 -0.19 -0.12 -0.16
H -0.073803 -9.074808 -3.282165 0.36 -0.01 0.24
H -1.117433 -8.678288 -1.911675 0.22 -0.30 0.26
H -0.367453 -6.954318 -4.169765 -0.09 0.41 -0.46
H -2.006343 -7.458358 -3.908175 0.04 -0.56 0.17
H -2.193523 -6.055118 -1.924755 -0.01 0.06 0.20
H -1.741173 -5.131518 -3.359735 -0.03 0.08 0.04
H 1.542497 -5.204858 -3.357355 -0.45 -0.39 -0.18
H 1.443297 -3.786538 -2.470045 0.22 -0.41 1.57
H 0.436547 -3.858308 -3.590385 -1.29 -0.71 -0.61
H 0.173677 -3.679348 -0.468445 0.04 -0.08 -0.04
H -1.312593 -4.571018 -0.162865 -0.22 -0.04 -0.06
H -1.196243 -3.377638 -1.486665 -0.15 -0.20 -0.20
H 0.942907 -6.024018 0.652735 -0.19 -0.10 0.04
C -0.244193 5.641612 -0.661355 -0.02 -0.60 1.13
C -1.687403 5.728252 -0.169925 0.33 1.78 -2.27
C -1.889943 7.195002 0.237675 -1.09 -0.63 1.41
O -2.544653 5.541912 -1.300185 -0.75 0.68 1.01
H -0.054933 4.617702 -0.983665 0.32 0.13 -0.45
H 0.410077 5.850042 0.185165 0.26 -0.09 0.12
H -0.040683 6.416872 -1.400045 -0.15 -0.36 -0.24
H -1.907793 5.038262 0.644605 0.00 -0.04 0.12
H -1.284243 7.378262 1.125175 0.36 0.35 -0.16
H -2.907093 7.328142 0.606155 -0.26 -0.05 -0.07
H -1.772363 7.959582 -0.530235 0.48 -0.44 -0.19
H -2.441613 4.700642 -1.751005 0.52 -0.39 -0.18
C -6.343343 -2.899568 -2.037875 -1.36 -0.82 0.23
C -4.984133 -2.766878 -1.384915 -0.78 1.84 -0.18
C -4.195303 -4.003758 -1.186795 1.45 -1.56 0.13
O -4.175243 -1.806948 -2.100575 0.80 -0.84 -0.60
H -6.336163 -3.169208 -3.093975 0.37 0.38 -0.12
H -7.071333 -2.111828 -1.843955 0.69 0.90 -0.40
H -6.964703 -3.682418 -1.602955 0.53 -0.74 0.38
H -5.075723 -2.289968 -0.409075 -0.60 -0.27 0.29
H -3.650133 -3.890208 -0.249775 0.36 -0.15 -0.18
H -3.483793 -4.239048 -1.978305 0.26 0.87 -0.14
H -4.626023 -5.004158 -1.144545 -1.23 0.36 0.33
H -4.423023 -0.902218 -1.896455 -0.63 0.12 0.03
C -1.035593 5.487292 -4.329875 0.06 0.14 -0.68
C -1.122213 3.977412 -4.266945 -2.13 2.37 2.53
C 0.229647 3.415712 -4.165395 0.28 -1.98 -1.72
O -1.868733 3.621372 -3.027445 0.58 0.14 -1.48
H -0.725083 5.671052 -5.358425 0.36 0.36 -0.09
H -0.254233 5.828382 -3.650735 -0.24 0.27 0.04
H -1.966973 6.043582 -4.224215 -0.03 -0.26 0.44
H -1.727693 3.677022 -5.122085 0.24 -0.62 0.01
H -0.002163 2.444012 -4.601465 1.01 -0.83 0.42
H 0.651517 3.308642 -3.166065 -0.11 0.35 -0.08
H 0.910667 3.865422 -4.887935 0.18 0.24 0.29
H -1.423393 2.858342 -2.651865 -0.34 -0.63 0.16
C -0.021413 1.033202 -0.941635 0.29 -0.84 2.27
C -1.294283 0.175862 -1.065585 -1.33 1.05 0.13
C -2.316463 0.163032 0.174585 2.76 0.35 0.20
O -2.085683 0.880122 -1.979455 -0.86 0.91 -1.54
H -0.148373 1.975532 -0.408725 -0.76 0.42 -0.37
H 0.554477 1.222892 -1.847425 -0.35 -0.42 -0.18
H 0.611747 0.540462 -0.203785 0.56 -0.31 -0.30
H -1.046583 -0.772918 -1.541575 0.07 -0.40 0.67
H -3.387723 0.142992 -0.025675 0.34 -0.59 -0.57
H -2.129583 1.163632 0.564445 -0.21 0.15 0.41
H -2.010173 -0.533788 0.954785 -0.26 -0.16 0.08
H -2.196573 0.312062 -2.745355 -0.04 0.14 -0.65
C -6.785793 1.227682 -4.019315 -1.15 -0.16 0.93
C -6.498943 1.526082 -2.552625 0.87 1.89 -1.48
C -7.647293 1.518142 -1.624985 -1.65 0.04 1.18
O -5.459553 0.738692 -2.122355 1.61 -2.24 0.96
H -7.031263 0.182662 -4.208485 0.63 -0.21 -0.10
H -5.951653 1.661602 -4.570705 -0.36 -0.49 -0.48
H -7.743933 1.718322 -4.190595 0.19 0.48 -0.61
H -5.994803 2.482372 -2.692065 -0.78 0.93 0.68
H -8.117652 0.534972 -1.609525 -0.13 -0.13 -0.19
H -8.424073 2.263802 -1.794405 -0.04 -0.04 -0.86
H -7.475593 1.743662 -0.572485 0.99 -0.16 0.07
H -4.907123 1.207852 -1.492825 0.05 0.24 -0.01
C 2.309677 -1.736658 -5.622225 -0.10 2.04 -1.63
C 3.137677 -0.738848 -4.770755 -0.43 -1.32 -2.39
C 2.538677 0.661242 -4.687495 -0.39 -0.62 0.54
O 3.100207 -1.338598 -3.533545 0.15 0.00 3.14
H 2.695127 -2.756018 -5.601445 -0.39 0.00 0.45
H 2.309047 -1.443298 -6.672005 0.50 0.01 -0.39
H 1.256377 -1.539498 -5.422775 -0.12 -0.90 0.74
H 4.165637 -0.811448 -5.125885 0.24 0.73 -0.24
H 2.976737 1.183602 -3.837005 0.11 0.15 -0.20
H 1.486137 0.506742 -4.450055 -0.18 0.06 0.23
H 2.520367 1.292882 -5.575635 0.57 -0.32 -0.12
H 3.494687 -2.212298 -3.584825 0.06 -0.02 -0.13
C -3.016313 -2.768308 -5.013925 0.11 -1.66 -0.78
C -1.885593 -1.756458 -5.098355 -2.25 -1.01 -1.35
C -1.738033 -1.270778 -6.586965 0.39 0.22 1.91
O -2.360623 -0.707628 -4.237595 1.35 -0.01 -0.39
H -2.853013 -3.492158 -5.812335 -0.37 -0.06 -0.34
H -4.016733 -2.340368 -5.078055 0.07 0.19 -0.31
H -3.015043 -3.410018 -4.132835 0.22 0.42 0.43
H -1.029733 -2.356278 -4.788795 0.70 0.90 0.43
H -2.701653 -0.932688 -6.968055 0.11 0.21 0.11
H -1.338803 -2.020508 -7.270065 0.06 -0.16 0.30
H -1.016363 -0.461528 -6.475565 -0.10 0.34 -0.70
H -3.053273 -1.184358 -3.774385 -0.48 0.36 0.74
C 2.814467 -2.433888 1.279645 -0.89 -2.31 0.13
C 2.521717 -1.367418 0.262335 2.30 0.51 0.16
C 3.874007 -0.867958 -0.260825 0.04 0.33 -0.41
O 1.743037 -1.771478 -0.853275 -0.39 -0.27 0.98
H 3.508317 -3.225048 0.995505 0.35 0.22 -0.66
H 1.892667 -3.009268 1.365185 -0.31 -0.02 0.55
H 3.164217 -2.166438 2.276765 -0.26 0.76 -0.09
H 2.023587 -0.603478 0.859305 -0.38 0.46 -0.62
H 3.705427 -0.226908 -1.126125 0.17 0.22 0.14
H 4.489557 -1.696038 -0.612235 -0.25 -0.42 -0.16
H 4.535787 -0.386068 0.458845 -0.43 0.32 0.25
H 2.306077 -1.804068 -1.630145 0.07 0.23 -0.21
```
Forces are in eV/Å.

The calculation puts the highest occupied orbital energy at -8.2 eV. Its SMILES is CC1(C)CCCC(C)(C)N1O.CC1(C)CCCC(C)(C)N1O.CC1(C)CCCC(C)(C)N1O.CC1(C)CCCC(C)(C)N1O.CC(C)O.CC(C)O.CC(C)O.CC(C)O.CC(C)O.CC(C)O.CC(C)O.CC(C)O. The LUMO energy comes out at 0.3 eV. The frontier orbital gap comes out at 0.3132 Eh. As for the relative energy (zero: lowest compared OMol25 entry of this formula, charge and spin): 170.7 kcal/mol. The electronic energy is -3491.5256 Ha. For the maximum force, the calculation gives 0.0792 Eh/bohr.